Entry 1:
ORCA calculation (ωB97M-V with the def2-TZVPD basis set) on a 2-piece molecular cluster, C19H37FN5O6P4S2 overall.

Summary:
* molecular weight: 638.56 g/mol
* energy: -101579.2605 eV
* Kohn-Sham gap: 7.274 eV
* net charge: +1

XYZ file:
```
74
Properties=species:S:1:pos:R:3:forces:R:3
N -1.358053 2.326570 -4.402775 0.332 0.201 0.687
C -1.641442 2.501026 -3.023439 0.663 -0.699 -0.743
C -0.843250 1.942925 -1.996493 0.652 -0.121 -0.567
P 0.586605 0.951917 -2.497383 -0.405 -0.956 -1.023
S 0.157139 -0.614295 -3.592778 0.027 0.010 0.139
C -1.152997 2.150396 -0.695852 0.895 -0.079 1.213
C -0.368205 1.569565 0.447285 -0.749 -0.954 0.318
C -1.073980 0.260517 0.870991 0.187 -0.304 -0.106
C -0.267699 -0.494341 1.913094 0.629 1.181 -0.741
F -1.007893 -1.422758 2.591532 -0.066 -0.285 0.154
C -2.279702 2.914839 -0.374990 -0.146 -0.152 1.002
N -2.561070 3.128091 0.938966 0.117 0.215 -0.055
C -3.637565 3.802111 1.194530 0.075 0.750 0.264
P -3.966529 4.034749 2.979479 -0.263 -1.704 1.102
O -2.518409 3.870879 3.669993 -0.115 0.538 -0.772
O -4.391049 5.554764 3.233248 0.457 0.130 -0.516
S -5.161504 2.716025 3.684260 -0.126 0.203 -0.150
C -4.474356 4.300368 0.152246 -1.735 0.138 0.658
P -6.023435 5.218121 0.547316 -0.029 1.748 -0.317
P -7.425674 4.258932 -0.827438 0.605 -2.361 -0.550
O -6.868192 2.988482 -1.288776 0.368 -0.440 -0.153
O -8.805875 3.960259 -0.084815 -0.118 1.107 0.156
O -7.685122 5.192494 -2.084889 -0.347 0.819 0.930
N -4.220011 4.162792 -1.112071 0.759 -0.131 0.660
C -3.090262 3.445308 -1.359837 -0.297 0.138 -0.941
C -2.736527 3.229478 -2.698636 -1.140 0.924 -0.730
N -3.547121 3.772253 -3.701507 0.546 0.733 -0.007
H -1.078345 3.218373 -4.798117 0.040 -0.182 -0.334
H -0.644501 1.620653 -4.543538 -0.130 -0.003 -0.401
H 1.420159 1.815291 -3.237044 0.081 0.218 0.518
H 1.313619 0.523041 -1.379099 0.062 0.608 0.006
H -0.383255 2.217427 1.319047 0.226 0.252 -0.131
H 0.647255 1.323922 0.162978 0.196 0.314 0.162
H -2.067248 0.495748 1.250544 -0.048 -0.057 0.026
H -1.164585 -0.380817 -0.009538 -0.325 0.025 -0.037
H 0.173253 0.244490 2.589652 -0.194 -0.259 0.474
H 0.571157 -0.972928 1.395014 -0.013 -0.361 0.208
H -1.854671 4.169806 3.027923 0.280 -0.110 0.243
H -4.226196 5.774957 4.161170 -0.165 0.141 0.026
H -6.465998 4.817209 1.819793 0.088 -0.566 -0.232
H -8.771533 3.023078 0.150368 -0.125 -0.093 0.023
H -7.916965 6.096615 -1.824239 -0.054 0.059 -0.297
H -2.976968 4.092277 -4.473406 -0.218 -0.364 -0.312
H -4.031461 4.597938 -3.365778 -0.376 -0.331 0.179
C 4.392402 -1.899421 -0.782952 0.142 0.192 0.151
C 4.633139 -3.391110 -0.682505 -0.058 0.015 -0.301
N 5.159977 -3.863989 0.657839 0.267 0.083 0.108
C 6.452474 -3.147499 0.936727 -0.158 -0.042 0.035
C 5.540041 -5.330094 0.568618 -0.246 -0.227 -0.140
C 4.421050 -6.324984 0.304426 -0.021 -0.103 0.164
C 4.248633 -3.546989 1.833216 -0.070 0.006 -0.143
C 2.796931 -3.975330 1.758891 -0.276 0.012 -0.056
O 2.139785 -3.319770 0.700520 0.044 0.050 0.059
C 0.954698 -3.993063 0.281555 0.004 0.011 -0.165
H 5.321007 -1.330398 -0.741674 0.003 -0.012 -0.047
H 3.933557 -1.686373 -1.747982 -0.047 -0.097 0.000
H 3.720764 -1.528180 -0.012096 -0.085 -0.078 -0.042
H 5.381113 -3.691594 -1.418625 0.082 -0.060 0.116
H 3.725976 -3.941783 -0.897678 -0.053 0.031 0.137
H 7.114435 -3.287455 0.086211 0.029 0.024 0.019
H 6.893112 -3.573872 1.834270 0.031 0.010 -0.014
H 6.251984 -2.094027 1.097097 0.036 0.012 -0.045
H 6.040708 -5.578774 1.503337 0.041 0.082 0.000
H 6.272720 -5.389408 -0.235197 0.045 0.125 0.039
H 3.913792 -6.608441 1.223161 -0.084 0.040 -0.036
H 4.861457 -7.241412 -0.087705 0.075 0.068 -0.050
H 3.689114 -5.981143 -0.422942 0.012 0.001 -0.015
H 4.286041 -2.466012 1.952915 0.021 -0.002 0.006
H 4.720601 -4.004048 2.703083 -0.010 0.013 0.018
H 2.323010 -3.673552 2.701644 0.194 -0.077 0.131
H 2.685261 -5.056276 1.684484 0.039 -0.025 -0.057
H 0.434624 -4.460547 1.119362 -0.002 0.057 0.031
H 1.212771 -4.752132 -0.464098 -0.095 -0.081 0.061
H 0.297280 -3.260869 -0.180892 0.033 0.028 0.003
```
Positions in Å, forces in eV/Å.

Results of the Löwdin charge analysis, in e, for atoms 1 through 8: N 0.093; C -0.268; C -0.290; P 0.419; S 0.117; C -0.192; C -0.165; C -0.153


Entry 2:
ORCA calculation (ωB97M-V with the def2-TZVPD basis set) on C19H37N2O5Rb as an isolated structure.

Summary:
* molecular weight: 458.98 g/mol
* multiplicity: 2
* <S²>: 0.76
* energy: -34171.3324 eV
* Kohn-Sham gap (spin up / spin down): 4.168 / 4.109 eV
* net charge: -1

XYZ file:
```
64
Properties=species:S:1:pos:R:3:forces:R:3
Rb -0.016312 -0.013311 -2.403623 0.019 1.267 0.543
O -0.444258 3.399607 -5.413513 1.933 0.332 -0.627
C -1.270561 3.065213 -4.452354 -0.232 -3.179 7.536
O -0.899632 2.600953 -3.322666 0.940 0.262 -1.269
O -2.471754 3.146150 -4.748438 -1.847 0.577 -1.217
H -1.330003 3.444595 -5.780977 -0.797 1.423 -4.492
C -1.629223 -2.480586 0.168696 0.863 1.225 -0.462
C -3.033748 -1.808585 0.460750 1.107 -2.016 -1.036
C -3.440649 -2.582473 1.668293 -3.312 -0.874 1.425
C -4.755909 -2.064765 2.371608 0.971 1.545 -0.559
C -4.776718 -0.501921 2.589115 0.053 -0.897 -0.841
C -4.256750 0.327646 1.312864 -1.192 -0.352 1.489
N -3.114888 -0.363319 0.655715 4.161 3.593 -2.097
O -2.173350 0.451032 -0.115196 -4.092 -3.326 3.047
C -3.978045 1.775438 1.907768 1.156 -2.155 -0.988
C -5.537029 0.429425 0.343439 1.912 0.134 0.474
C -3.877494 -2.164600 -0.790320 -0.407 0.692 -0.516
H -1.634608 -3.536154 -0.103093 -1.119 -0.066 -0.064
H -0.917150 -2.509762 0.993436 -0.196 0.751 0.282
H -1.116355 -2.014465 -0.672607 -0.049 0.238 0.092
H -2.695596 -2.924585 2.386594 0.419 1.009 0.016
H -3.814195 -3.545127 1.319185 0.291 -0.274 -0.436
H -4.876161 -2.655301 3.279849 -0.323 0.293 0.078
H -5.599883 -2.220258 1.699568 -0.008 -0.570 0.009
H -4.381498 -0.222001 3.565615 0.848 0.144 -0.301
H -5.806736 -0.151733 2.656401 -0.245 -0.266 0.086
H -3.090748 1.770112 2.540845 0.343 -0.161 -0.336
H -4.766243 1.967236 2.635808 -0.453 0.564 -0.795
H -3.785576 2.380199 1.021587 -0.445 0.772 0.563
H -5.227383 0.604397 -0.686902 0.107 -0.002 0.011
H -6.064687 1.324936 0.671646 -0.478 -0.391 0.029
H -6.087530 -0.510068 0.392299 -0.354 0.361 0.036
H -4.928037 -1.877948 -0.742502 0.011 0.043 0.376
H -3.877524 -3.194669 -1.146786 0.416 -0.168 0.491
H -3.475985 -1.551696 -1.597312 0.072 0.008 -0.153
C 3.241694 -0.243155 1.876305 -1.161 -0.928 -0.184
C 3.827320 0.936982 1.067073 0.847 0.600 0.478
C 5.386009 0.879203 1.076543 0.321 -1.774 0.284
C 6.014184 -0.062151 0.031477 -0.624 -0.103 -0.549
C 5.445781 0.237436 -1.357124 -0.627 1.111 0.239
C 3.875158 0.271595 -1.428308 0.632 -0.783 1.208
N 3.363564 1.137731 -0.308649 -0.982 0.390 -1.054
O 1.923802 1.231164 -0.383509 0.938 -0.787 0.000
C 3.388984 -1.221757 -1.327104 0.136 0.342 -0.284
C 3.459423 0.804405 -2.823150 -0.123 0.526 0.318
C 3.544807 2.176356 1.964127 0.392 0.809 -1.008
H 3.822387 -0.578132 2.735781 0.560 0.090 -0.175
H 2.957611 -1.110199 1.279953 0.519 -0.101 -0.153
H 2.270359 -0.039771 2.327125 -0.127 0.744 -0.135
H 5.621789 0.416394 2.034830 0.162 0.070 0.310
H 5.943777 1.814793 1.117318 -0.593 0.409 -0.498
H 5.839747 -1.105043 0.296125 -0.015 -0.138 0.169
H 7.091554 0.096641 -0.015042 0.151 -0.115 0.167
H 5.841643 -0.331064 -2.198667 0.076 -0.518 0.225
H 5.822096 1.246812 -1.523403 -0.328 0.411 -0.410
H 3.813503 -1.805674 -2.143769 0.186 -0.053 -0.185
H 2.307465 -1.309141 -1.430882 -0.074 0.202 0.229
H 3.670876 -1.711774 -0.395159 0.071 0.139 -0.104
H 3.457638 1.893244 -2.873531 -0.154 0.047 0.405
H 2.468829 0.474357 -3.136018 0.040 0.060 0.188
H 4.119739 0.513331 -3.640071 0.376 -0.482 0.214
H 2.510633 2.519666 1.937252 -0.008 -0.339 0.097
H 4.173846 2.990026 1.603082 -0.246 0.313 -0.475
H 3.947998 2.084111 2.972602 -0.414 -0.683 0.288
```
Positions in Å, forces in eV/Å.

Results of the Löwdin charge analysis, in e, for atoms 1 through 8: Rb 0.898; O 0.101; C -0.915; O -0.174; O -0.040; H 0.041; C -0.029; C -0.479